1.
17
Properties=species:S:1:pos:R:3 method="wB97M-V/def2-TZVPD" relative_energy_kj_mol=359.9 charge=+1 homo_energy_ev=-14.18 smiles="C=C[C@H]([NH3+])[C@H]1CO1" e_lumo_ev=-3.7
C -2.30984 1.17868 -0.04911
C -1.23300 0.62420 -0.71668
C -0.00648 0.23768 0.13752
N 1.17778 0.93312 -0.57780
C 0.34116 -1.32036 -0.00631
C 1.25331 -1.69361 1.10455
O -0.09901 -2.08008 1.02567
H -3.15897 1.67802 -0.64535
H -2.32050 1.41985 0.96152
H -1.23557 0.49146 -1.76723
H -0.08786 0.46559 1.14814
H 0.78030 1.87935 -0.70374
H 1.06528 0.61157 -1.56940
H 2.06109 0.87728 -0.16167
H 0.45219 -1.74873 -1.04156
H 1.83677 -2.50769 0.90392
H 1.48335 -1.04634 1.95752

---

2.
34
Properties=species:S:1:pos:R:3 method="wB97M-V/def2-TZVPD" relative_energy_kj_mol=383.9 homo_energy_ev=-8.98 smiles="C[C@@H](O)[C@H](NC(=O)[C@@H](N)CCC(N)=O)C(=O)O" e_lumo_ev=0.2
C -1.48817 1.51444 2.76532
C -0.12542 1.01698 2.34817
O 0.26426 0.59413 3.77245
C 0.08124 -0.05726 1.25141
N -0.90707 -1.14925 1.16669
C -1.26093 -1.28677 -0.09508
O -2.40751 -1.53645 -0.37843
C -0.16866 -1.55641 -1.17945
N 0.18008 -2.95535 -1.23320
C -0.51035 -1.01009 -2.63253
C -0.57770 0.56470 -2.53389
C 0.73401 1.25921 -2.58178
N 0.90022 2.54857 -2.17849
O 1.64852 0.73735 -3.19988
C 1.37540 -0.62441 1.52977
O 1.70545 -1.76753 1.95482
O 2.40092 0.32677 1.36990
H -1.26233 2.41744 3.43739
H -2.04855 2.01939 1.93872
H -2.17474 0.78974 3.16588
H 0.70410 1.77307 2.00633
H 1.04610 0.20315 3.57112
H 0.16110 0.71455 0.43075
H -1.35932 -1.61868 2.04238
H 0.68898 -0.93114 -1.05820
H -0.25068 -3.48869 -2.01338
H 0.31180 -3.35504 -0.35758
H -1.38662 -1.43843 -3.15267
H 0.26875 -1.38099 -3.24130
H -0.97168 0.83622 -1.49283
H -1.25639 1.14550 -3.23037
H 0.53172 3.04435 -1.41620
H 1.87586 2.73561 -2.36671
H 3.27757 -0.08469 1.59084

---

3.
15
Properties=species:S:1:pos:R:3 method="wB97M-V/def2-TZVPD" relative_energy_kj_mol=921.4 homo_energy_ev=-8.74 smiles="C1=NN2C[C@@H]2[C@H]2N[C@H]12" e_lumo_ev=1.0
C -0.33585 -1.32615 0.93022
N 0.52777 -1.67980 0.11365
N 0.26448 -0.81098 -1.00121
C 1.51827 0.01554 -1.31743
C 0.22845 0.65910 -0.96089
C -0.33505 1.14461 0.47977
N -1.56728 1.26753 1.24966
C -1.19916 -0.10125 0.66164
H 0.01270 -1.67656 1.90193
H 1.73909 -0.07715 -2.47972
H 2.40554 -0.47451 -0.54911
H -0.27162 0.95384 -2.03593
H 0.53622 0.89200 0.97902
H -1.69730 1.52466 2.21253
H -1.82627 -0.31087 -0.18412

---

4.
90
Properties=species:S:1:pos:R:3 method="wB97M-V/def2-TZVPD" homo_energy_ev=-8.60 smiles="CCCCCC1=CC(=O)c2c(NCCCC)c(CC)c(CNC)c(CON=O)c2C1=O.CNC(C)=O.CNC(C)=O" e_lumo_ev=-0.6
C -2.61567 -2.87896 -4.16361
C -1.26419 -2.34553 -4.85254
C -0.06786 -2.96686 -4.04831
C 1.34640 -2.43424 -4.53285
C 2.34597 -2.15027 -3.35924
C 2.11643 -0.81559 -2.58842
C 3.01085 -0.50100 -1.61271
C 2.91437 0.78402 -0.75987
O 3.91889 1.25851 -0.28589
C 1.47691 1.34472 -0.54408
C 1.13992 2.12702 0.63083
N 2.16610 2.37427 1.59973
C 2.88377 3.65436 1.37299
C 3.50566 4.08482 2.77274
C 4.27385 2.90434 3.48174
C 3.37543 2.11346 4.53582
C -0.24856 2.63212 0.77478
C -0.57443 3.50919 2.02063
C -1.64759 2.82333 2.99889
C -1.23970 2.28188 -0.25724
C -2.68253 2.81636 -0.03962
N -3.45696 1.71707 0.63629
C -4.84634 1.61608 0.11577
C -0.84407 1.48078 -1.43110
C -1.96655 1.16145 -2.46116
O -2.73684 0.00536 -1.98653
N -1.93998 -0.91503 -1.37919
O -2.59607 -1.61935 -0.68599
C 0.50967 1.01864 -1.61132
C 0.99468 0.20866 -2.85185
O 0.53974 0.41091 -3.95359
H -3.21616 -2.02599 -3.76929
H -3.21811 -3.42803 -4.92284
H -2.33187 -3.50705 -3.28159
H -1.26561 -2.64612 -5.93082
H -1.30461 -1.23111 -4.79391
H -0.13572 -2.77405 -2.94582
H -0.10402 -4.07708 -4.21500
H 1.27070 -1.57804 -5.25546
H 1.80238 -3.27220 -5.13730
H 3.37197 -2.08128 -3.82370
H 2.40906 -3.02743 -2.65935
H 3.85174 -1.19319 -1.39512
H 1.69328 2.47781 2.49985
H 3.77544 3.47464 0.71185
H 2.23974 4.46716 0.95141
H 2.69557 4.47324 3.44148
H 4.24350 4.90506 2.57464
H 4.57456 2.15337 2.71010
H 5.18000 3.23886 4.05170
H 3.97793 1.50781 5.25135
H 2.77556 1.38453 3.92477
H 2.63375 2.78061 5.04211
H 0.32632 3.87782 2.56214
H -1.10215 4.41995 1.61626
H -1.83368 1.77410 2.67594
H -2.60790 3.40458 2.98405
H -1.24919 2.91675 4.03770
H -3.18273 3.16661 -0.98511
H -2.73115 3.68927 0.66539
H -2.91643 0.87157 0.44698
H -4.91429 0.78683 -0.63533
H -5.49906 1.34010 0.99143
H -5.15103 2.60990 -0.28667
H -2.70444 2.00765 -2.45742
H -1.62097 1.05624 -3.51373
C -6.42055 -2.08364 0.68355
N -5.59255 -2.50226 -0.42886
C -5.90897 -3.35183 -1.44176
C -7.28906 -3.96011 -1.44822
O -5.08741 -3.60238 -2.31082
H -6.52089 -0.99658 0.65264
H -5.92197 -2.36539 1.61353
H -7.40723 -2.53751 0.65185
H -4.65231 -2.13438 -0.49062
H -7.38825 -4.61138 -2.31412
H -7.44308 -4.55660 -0.54714
H -8.04668 -3.17713 -1.51544
C 6.56268 -2.59971 4.31967
N 5.47459 -1.66332 4.12054
C 5.04076 -1.10665 2.95634
C 5.75398 -1.48332 1.68312
O 4.10103 -0.32779 2.96362
H 6.16143 -3.50744 4.77503
H 7.28622 -2.15195 5.00402
H 7.05807 -2.85320 3.38687
H 4.94867 -1.36332 4.92764
H 5.29309 -0.95858 0.84785
H 6.80430 -1.19123 1.73784
H 5.67046 -2.55770 1.50707

---

5.
31
Properties=species:S:1:pos:R:3 method="wB97M-V/def2-TZVPD" relative_energy_kj_mol=256.1 spin_multiplicity=2 charge=-1 homo_energy_ev="0.90 / -4.89" e_lumo_ev="3.0 / 2.9"
C 1.38932 1.79081 -0.18467
C 0.93625 0.64227 -1.04818
C 0.62776 -0.66244 -0.26151
C 1.32822 -1.08610 0.82567
C -1.78720 -1.45550 -0.31734
C -0.57496 -1.33964 -0.86800
C -0.22588 -2.03290 -2.18812
H 2.28677 1.46606 0.45085
H 0.67332 2.18756 0.51149
H 1.92176 2.65115 -0.82445
H -0.10971 0.91720 -1.53223
H 1.66089 0.39711 -2.01700
H 2.08947 -0.56874 1.23355
H 1.19304 -1.99651 1.25483
H -2.18912 -0.73571 0.45444
H -2.56131 -2.04071 -0.71771
H 0.84061 -2.11747 -2.33828
H -0.66223 -2.99656 -2.30933
H -0.66145 -1.37365 -2.91990
H 2.25287 1.05618 3.26501
H 3.14969 0.04401 2.68047
O 2.53471 0.15065 3.29709
H -0.96353 -2.22575 2.22962
H -0.69647 -0.80402 2.87907
O -1.37392 -1.48763 2.63369
H -1.48845 2.31938 1.98779
H -2.03305 3.56614 1.29444
O -1.23334 3.00204 1.29019
H -1.41040 1.21066 -2.61595
H -2.65461 0.39275 -2.98404
O -2.25903 1.12936 -3.16150

---

6.
15
Properties=species:S:1:pos:R:3 method="wB97M-V/def2-TZVPD" relative_energy_kj_mol=719.4 homo_energy_ev=-9.28 e_lumo_ev=0.3
C -1.54697 1.38822 -0.15532
N -0.21932 0.98718 -0.47925
C 0.00514 -0.18380 -0.26072
N -0.92010 -1.04540 0.47939
O -2.42700 -0.76350 0.18306
N 1.22016 -0.85088 -0.54912
C 2.29471 -0.26826 0.11622
O 2.38503 0.84359 0.59979
H -1.57005 2.52199 -0.27640
H -2.63735 1.06887 -0.74982
H -1.74024 1.14148 0.83933
H -0.66621 -2.02377 -0.03895
H -2.49096 -0.00390 1.06789
H 1.16545 -1.68613 -1.21964
H 3.19267 -0.91255 -0.24338

---

7.
61
Properties=species:S:1:pos:R:3 method="wB97M-V/def2-TZVPD" relative_energy_kj_mol=47.4 charge=+1 homo_energy_ev=-10.64 e_lumo_ev=-4.0
Zr 0.42534 -0.61813 0.00076
Br 4.46733 0.08402 5.23399
C 3.61181 -0.62034 3.71880
C 4.28918 -1.50690 2.86714
Br 6.06369 -1.99878 3.23126
C 3.65277 -2.02414 1.74209
Br 4.48931 -3.18858 0.53279
C 2.33362 -1.67783 1.48558
O 1.64138 -2.12786 0.38260
C 1.66023 -0.79155 2.33192
O 0.37838 -0.43809 1.98140
C 2.30023 -0.25370 3.43839
Br 1.32515 0.96164 4.50017
C -4.46187 -0.80608 3.32862
O -4.22022 -0.71335 1.92089
C -3.31049 0.18039 1.49981
C -2.55164 1.00003 2.34257
C -1.61851 1.86668 1.80927
C -1.40832 1.93601 0.43086
C -2.16783 1.13846 -0.41197
C -3.09849 0.26228 0.12276
N -3.89809 -0.53941 -0.75650
C -4.05812 -1.83085 -0.75037
C -3.30242 -2.83046 -0.07194
C -4.03386 -3.96460 0.33783
C -3.42887 -4.95345 1.07571
C -2.06579 -4.83749 1.36174
C -1.30827 -3.77339 0.91011
C -1.91324 -2.75942 0.17100
O -1.19875 -1.77747 -0.36920
H -5.25376 -1.53907 3.43969
H -4.78996 0.15599 3.72286
H -3.56509 -1.14747 3.84656
H -2.67196 0.94078 3.41390
H -1.01182 2.47276 2.46779
H -0.67677 2.62108 0.02243
H -2.01746 1.17810 -1.48433
H -4.52663 -0.02531 -1.36112
H -4.91355 -2.16433 -1.33116
H -5.08666 -4.03351 0.09310
H -3.98933 -5.81270 1.41290
H -1.57360 -5.61876 1.92723
H -0.24174 -3.73419 1.08729
C 3.83775 5.30211 -4.96468
C 3.35424 4.11547 -4.18256
C 2.15064 4.17134 -3.47821
C 1.69091 3.07846 -2.76913
C 2.45079 1.91351 -2.77130
C 3.65248 1.82465 -3.46305
C 4.09195 2.93566 -4.16228
S 1.92456 0.54689 -1.85970
O 0.43885 0.34098 -2.03470
O 2.67388 -0.62195 -2.18875
O 1.99102 0.87502 -0.38738
H 3.30877 6.20832 -4.67514
H 3.67897 5.14926 -6.03340
H 4.90429 5.46389 -4.81129
H 1.57076 5.08526 -3.48799
H 0.75470 3.13112 -2.23010
H 4.22213 0.90659 -3.45161
H 5.02797 2.88241 -4.70393

---

8.
25
Properties=species:S:1:pos:R:3 method="wB97M-V/def2-TZVPD" relative_energy_kj_mol=108.8 homo_energy_ev=-9.35 smiles=CCC[C@H](C)NC.O e_lumo_ev=0.9
C -1.38471 -1.85314 1.22559
C -1.25227 -1.13714 -0.12455
C 0.15076 -1.10979 -0.75851
C 0.41714 0.28463 -1.35130
C 1.87691 0.35468 -1.84198
N 0.29558 1.30064 -0.26433
C -1.01327 2.05348 -0.17084
H -0.48819 -1.81877 1.86584
H -1.53161 -2.92099 1.23722
H -2.16592 -1.32759 1.78692
H -1.78118 -0.20373 -0.00216
H -1.89785 -1.67248 -0.86053
H 0.13971 -1.97373 -1.43928
H 0.97197 -1.31079 -0.04992
H -0.22932 0.51704 -2.19797
H 2.60971 0.31372 -1.04806
H 1.91281 1.35885 -2.30672
H 1.96845 -0.33916 -2.67189
H 0.93120 2.05430 -0.48644
H -1.78530 1.65606 -0.82975
H -0.75771 3.09498 -0.29622
H -1.40207 1.88274 0.83754
O 0.94961 -0.00506 2.67185
H 0.63818 0.15529 1.76428
H 0.14350 0.15053 3.17528

---

Record-wise largest force on an atom values, in eV/Å: 5.5, 7.1, 5.4, 2.4, 9.3, 6.2, 1.5, 2.4
Record-wise molar mass values, in g/mol: 100.14, 247.25, 109.13, 575.75, 168.23, 117.11, 913.36, 119.21